No. 1
The following is a DFT calculation (wB97M-V/def2-TZVPD) of a cluster of 4 separate species, C56H42F4N2O9 in total in a non-equilibrium geometry.

Cartesian coordinates (Å):
C (-2.0304, 2.6337, 4.2859)
C (-1.5417, 1.1900, 4.2833)
C (-0.5484, 0.8492, 5.3767)
F (0.1167, -0.3264, 4.9893)
C (0.5290, 1.8745, 5.6086)
C (0.9621, 2.2982, 6.8078)
C (0.3811, 1.8425, 8.1147)
C (-1.0295, 2.3599, 8.3598)
O (-1.7250, 1.5589, 9.2948)
C (-1.0433, 3.8180, 8.8687)
F (-2.0845, 4.0451, 9.7026)
F (-1.1883, 4.6606, 7.8021)
F (0.0889, 4.1677, 9.5220)
C (2.1251, 3.2576, 6.9153)
O (2.7556, 3.2620, 7.9545)
C (2.4433, 4.1012, 5.7475)
C (3.2556, 5.3729, 5.8245)
C (3.8527, 5.7712, 7.1877)
N (4.0583, 7.2396, 7.2825)
C (1.9944, 3.6755, 4.5457)
N (2.2724, 4.3767, 3.3630)
C (1.1936, 2.4293, 4.4028)
O (1.0852, 1.8998, 3.3136)
H (-2.7930, 2.7246, 3.5161)
H (-1.2579, 3.3425, 4.0102)
H (-2.5086, 2.9168, 5.2199)
H (-1.0615, 0.9838, 3.3362)
H (-2.3861, 0.5128, 4.3569)
H (-1.0486, 0.5802, 6.2993)
H (0.3485, 0.7542, 8.1203)
H (1.0190, 2.1290, 8.9420)
H (-1.6278, 2.3632, 7.4539)
H (-1.1753, 0.8173, 9.5450)
H (4.0940, 5.2530, 5.1372)
H (2.6568, 6.1921, 5.4337)
H (4.8362, 5.3285, 7.2837)
H (3.2127, 5.5093, 8.0135)
H (4.3899, 7.5913, 6.3910)
H (3.1361, 7.6519, 7.3730)
H (3.2755, 4.3725, 3.2147)
H (1.8529, 3.8882, 2.5804)
O (-2.6289, -0.4630, 1.3820)
C (-3.1554, -0.6844, 0.3115)
C (-2.4685, -1.5168, -0.7137)
C (-1.2225, -2.0586, -0.4227)
C (-0.5816, -2.8564, -1.3560)
C (-1.1830, -3.1188, -2.5828)
C (-2.4188, -2.5711, -2.8828)
C (-3.0636, -1.7645, -1.9528)
C (-4.3795, -1.1654, -2.2992)
O (-4.8703, -1.3412, -3.3968)
C (-5.0770, -0.3478, -1.2684)
C (-6.3222, 0.1946, -1.5600)
C (-6.9953, 0.9336, -0.6024)
C (-6.4280, 1.1338, 0.6517)
C (-5.1824, 0.6050, 0.9436)
C (-4.5002, -0.1332, -0.0147)
H (-0.7606, -1.8545, 0.5336)
H (0.3884, -3.2782, -1.1276)
H (-0.6843, -3.7498, -3.3062)
H (-2.8867, -2.7662, -3.8379)
H (-6.7604, 0.0322, -2.5346)
H (-7.9663, 1.3526, -0.8302)
H (-6.9599, 1.7045, 1.4011)
H (-4.7355, 0.7594, 1.9159)
O (6.0880, -2.3715, 1.7624)
C (5.4649, -2.5129, 0.7311)
C (5.9532, -3.4292, -0.3381)
C (7.1264, -4.1441, -0.1332)
C (7.5762, -5.0253, -1.1012)
C (6.8557, -5.1978, -2.2785)
C (5.6935, -4.4775, -2.4940)
C (5.2404, -3.5875, -1.5283)
C (3.9968, -2.8082, -1.7848)
O (3.4043, -2.9101, -2.8395)
C (3.4983, -1.9084, -0.7090)
C (2.3216, -1.1983, -0.9125)
C (1.8269, -0.3813, 0.0893)
C (2.5024, -0.2682, 1.3008)
C (3.6825, -0.9642, 1.5031)
C (4.1879, -1.7822, 0.4997)
H (7.6792, -4.0091, 0.7859)
H (8.4885, -5.5837, -0.9385)
H (7.2038, -5.8948, -3.0291)
H (5.1318, -4.6028, -3.4090)
H (1.7969, -1.2925, -1.8535)
H (0.9069, 0.1672, -0.0683)
H (2.1009, 0.3610, 2.0822)
H (4.2137, -0.8803, 2.4410)
O (-2.6513, -4.4025, -8.1062)
C (-2.4567, -3.3067, -8.5906)
C (-3.1303, -2.0957, -8.0457)
C (-3.9786, -2.2258, -6.9532)
C (-4.5864, -1.1070, -6.4081)
C (-4.3456, 0.1492, -6.9565)
C (-3.5145, 0.2846, -8.0557)
C (-2.9075, -0.8363, -8.6081)
C (-2.0300, -0.6744, -9.7992)
O (-1.8758, 0.4104, -10.3208)
C (-1.3397, -1.8832, -10.3321)
C (-0.4880, -1.7512, -11.4215)
C (0.1832, -2.8581, -11.9116)
C (0.0074, -4.1025, -11.3153)
C (-0.8489, -4.2417, -10.2369)
C (-1.5287, -3.1352, -9.7437)
H (-4.1560, -3.2049, -6.5295)
H (-5.2389, -1.2104, -5.5609)
H (-4.8100, 1.0251, -6.5226)
H (-3.3295, 1.2580, -8.4882)
H (-0.3528, -0.7806, -11.8776)
H (0.8484, -2.7528, -12.7583)
H (0.5393, -4.9646, -11.6952)
H (-0.9925, -5.2068, -9.7716)

Forces on atoms 1 to 6 (eV/Å):
C -0.42 -0.34 -0.25
C -0.03 0.26 0.02
C 0.36 -0.29 -0.30
F 0.04 -0.20 0.03
C 0.22 0.42 0.36
C -0.24 -0.01 -0.29

LUMO = -1.545 eV
Frontier orbital gap = 7.93 eV
Total charge = 0
HOMO = -9.471 eV
SMILES = CC[C@@H](F)C1=C(C[C@@H](O)C(F)(F)F)C(=O)C(CCN)=C(N)C1=O.O=C1c2ccccc2C(=O)c2ccccc21.O=C1c2ccccc2C(=O)c2ccccc21.O=C1c2ccccc2C(=O)c2ccccc21
M = 962.9 g mol⁻¹

No. 2
The following is a DFT calculation (wB97M-V/def2-TZVPD) of a structure of composition C56H45N5O9S in a non-equilibrium geometry.

Cartesian coordinates (Å):
C (-0.1315, 2.7592, 3.0783)
C (-1.4603, 3.3425, 2.5943)
C (-1.5978, 4.6452, 2.1768)
C (-0.4883, 5.7108, 2.1124)
C (0.6021, 5.4739, 1.0062)
N (0.0642, 5.0752, -0.2930)
N (1.2669, 6.7798, 0.8320)
N (1.6679, 4.5566, 1.3762)
C (-2.9478, 5.0779, 1.7803)
O (-3.1829, 6.3780, 1.3538)
C (-4.0530, 4.2652, 1.8071)
C (-5.4261, 4.7973, 1.4141)
C (-6.2286, 3.8687, 0.4537)
C (-7.7731, 3.9261, 0.6327)
C (-8.3361, 5.2783, 1.1155)
O (-7.8061, 6.4082, 0.3873)
C (-7.4844, 7.4388, 1.2186)
O (-8.1889, 7.8572, 2.1015)
C (-3.9080, 2.9113, 2.2443)
N (-4.8465, 1.9453, 2.3857)
S (-4.0421, 0.6711, 2.9388)
N (-2.5040, 1.1581, 3.0595)
C (-2.5836, 2.4429, 2.6407)
H (0.5011, 3.5318, 3.5284)
H (0.3636, 2.2627, 2.2249)
H (-0.3476, 1.9622, 3.8051)
H (-0.9812, 6.6613, 1.8585)
H (-0.0122, 5.7737, 3.1060)
H (-0.0124, 4.0698, -0.4045)
H (-0.7964, 5.5571, -0.5231)
H (2.2237, 6.6458, 0.5340)
H (0.7417, 7.3752, 0.2042)
H (1.4465, 3.6100, 1.0986)
H (1.8467, 4.6276, 2.3690)
H (-3.0025, 6.9722, 2.0948)
H (-6.0058, 4.9214, 2.3533)
H (-5.3749, 5.7798, 0.9310)
H (-6.0109, 4.2103, -0.5767)
H (-5.9269, 2.8141, 0.4882)
H (-8.0503, 3.1606, 1.3835)
H (-8.3112, 3.6324, -0.2865)
H (-9.4318, 5.2922, 0.9714)
H (-8.1792, 5.3455, 2.2036)
H (-6.4783, 7.8936, 1.0798)
C (5.1419, 2.2900, 0.7737)
C (6.1885, 1.3742, 0.7018)
C (6.0282, 0.1870, 0.0021)
C (4.8160, -0.0944, -0.6182)
C (3.7623, 0.8144, -0.5242)
C (3.9329, 2.0077, 0.1608)
C (2.4404, 0.5155, -1.1356)
O (1.5241, 1.3127, -1.0526)
C (2.2590, -0.7798, -1.8398)
C (1.0144, -1.1032, -2.3687)
C (0.8374, -2.3029, -3.0385)
C (1.9058, -3.1818, -3.1908)
C (3.1472, -2.8671, -2.6609)
C (3.3265, -1.6711, -1.9762)
C (4.6554, -1.3611, -1.3810)
O (5.5868, -2.1286, -1.5090)
H (5.2697, 3.2207, 1.3124)
H (7.1306, 1.5884, 1.1905)
H (6.8447, -0.5213, -0.0571)
H (3.1170, 2.7135, 0.2200)
H (0.1822, -0.4203, -2.2544)
H (-0.1340, -2.5549, -3.4454)
H (1.7673, -4.1158, -3.7207)
H (3.9754, -3.5543, -2.7763)
C (10.2317, -9.1667, 1.1569)
C (10.8890, -7.9509, 0.9941)
C (10.1679, -6.7684, 0.9735)
C (8.7845, -6.7962, 1.1038)
C (8.1230, -8.0179, 1.2433)
C (8.8525, -9.2006, 1.2805)
C (6.6389, -8.0709, 1.3355)
O (6.0637, -9.1330, 1.4609)
C (5.8749, -6.7971, 1.2623)
C (4.4856, -6.8306, 1.2895)
C (3.7632, -5.6495, 1.2350)
C (4.4263, -4.4284, 1.1620)
C (5.8105, -4.3899, 1.1292)
C (6.5391, -5.5720, 1.1695)
C (8.0236, -5.5176, 1.0980)
O (8.6033, -4.4530, 1.0313)
H (10.7979, -10.0893, 1.1817)
H (11.9660, -7.9275, 0.8853)
H (10.6811, -5.8235, 0.8520)
H (8.3426, -10.1472, 1.4017)
H (3.9678, -7.7789, 1.3494)
H (2.6807, -5.6780, 1.2511)
H (3.8602, -3.5054, 1.1263)
H (6.3222, -3.4385, 1.0669)
C (-7.3719, -4.0306, -3.6433)
C (-6.7364, -3.8280, -4.8647)
C (-5.7222, -2.8908, -4.9734)
C (-5.3460, -2.1429, -3.8639)
C (-5.9998, -2.3297, -2.6444)
C (-7.0053, -3.2832, -2.5362)
C (-5.6437, -1.5045, -1.4587)
O (-6.2092, -1.6694, -0.3967)
C (-4.5872, -0.4682, -1.6033)
C (-4.2823, 0.3493, -0.5206)
C (-3.2890, 1.3097, -0.6406)
C (-2.5926, 1.4505, -1.8378)
C (-2.8978, 0.6416, -2.9198)
C (-3.9014, -0.3135, -2.8101)
C (-4.2432, -1.1525, -3.9893)
O (-3.6383, -1.0288, -5.0353)
H (-8.1583, -4.7699, -3.5582)
H (-7.0328, -4.4046, -5.7319)
H (-5.2256, -2.7383, -5.9226)
H (-7.5042, -3.4384, -1.5885)
H (-4.8199, 0.2367, 0.4075)
H (-3.0522, 1.9491, 0.1964)
H (-1.8123, 2.1968, -1.9258)
H (-2.3581, 0.7562, -3.8511)

Forces on atoms 1 to 6 (eV/Å):
C -0.74 -0.26 -0.20
C 0.98 -0.12 0.43
C -0.98 0.31 -0.35
C -0.51 -1.04 -0.16
C 0.52 1.12 -0.56
N 0.30 -0.42 0.30

LUMO = -1.137 eV
Frontier orbital gap = 7.68 eV
Total charge = 0
HOMO = -8.819 eV
Energy relative to the best compared isomer or geometry (same formula, charge and spin) = 0.356 eV
M = 964.1 g mol⁻¹